Record 1
This record from the OMol25 dataset describes one molecule with the formula C3H5NO4. The level of theory is ωB97M-V with the def2-TZVPD basis set.

```
13
Properties=species:S:1:pos:R:3:nbo_charge:R:1
O 2.74080 0.07176 0.57236 -0.51
C 1.60934 -0.12081 0.30423 0.66
C 0.50535 -1.29666 0.33163 -0.16
O -0.85018 -0.98813 0.77973 -0.57
C -1.75488 -0.13215 -0.07429 0.22
O -0.72100 0.57810 -0.79287 -0.43
N 0.61664 0.85683 -0.18827 0.01
O 1.03122 2.21891 -0.54463 -0.52
H 0.46140 -1.46841 -0.78642 0.20
H 0.66050 -2.18268 0.83638 0.22
H -2.32334 -0.86753 -0.83639 0.21
H -2.27844 0.60918 0.62946 0.20
H 0.30260 2.72159 -0.23093 0.47
```

Net charge: 0
Energy above the lowest of the compared OMol25 structures with the same formula, charge and spin: 7.302 eV
Structure (SMILES): O=C1COCON1O

---

Record 2
This record from the OMol25 dataset describes H14NaO7 as an isolated structure. The level of theory is ωB97M-V with the def2-TZVPD basis set.

```
22
Properties=species:S:1:pos:R:3:nbo_charge:R:1
Na 0.28444 0.39832 0.09832 0.95
O 1.17455 2.55827 -0.50907 -0.97
H 0.89712 2.91602 -1.36053 0.48
H 1.82404 3.18932 -0.17660 0.50
O 1.56155 -0.22360 -2.25175 -0.96
H 1.00439 -0.61621 -2.93310 0.47
H 2.38996 -0.01807 -2.70354 0.49
O -1.71180 -0.64208 1.63817 -0.96
H -2.47545 -1.06913 1.22762 0.49
H -1.54129 -1.15880 2.43578 0.48
O -0.71929 -2.18372 -0.86482 -0.96
H -0.74236 -1.86246 -1.77250 0.48
H -0.29367 -3.05067 -0.92048 0.49
O 1.20221 -1.65244 1.36669 -0.96
H 0.29803 -1.95564 1.19061 0.48
H 1.39256 -1.89930 2.28025 0.48
O -1.63605 0.96138 -1.52053 -0.97
H -2.46712 0.51627 -1.72960 0.49
H -1.45363 1.52413 -2.28355 0.49
O 0.37673 1.41528 2.54060 -0.96
H -0.16127 0.83126 3.08565 0.48
H 0.79638 2.02188 3.16238 0.49
```

Net charge: +1
Energy above the lowest of the compared OMol25 structures with the same formula, charge and spin: 0.411 eV

---

Record 3
This record from the OMol25 dataset describes C20H18BrN5Pd as an isolated structure. The level of theory is ωB97M-V with the def2-TZVPD basis set.

```
45
Properties=species:S:1:pos:R:3:nbo_charge:R:1
Pd -0.07592 0.05378 0.16425 0.80
C 5.67936 -3.54385 -1.86799 -0.63
C 4.40989 -2.73928 -1.84304 0.00
C 3.32591 -3.05459 -2.65793 -0.21
C 2.16566 -2.31797 -2.59617 -0.20
C 1.99560 -1.21565 -1.73280 0.10
N 0.77766 -0.55432 -1.69057 -0.52
C 0.13167 -0.30028 -2.89087 0.10
C 0.87089 0.15463 -4.00266 -0.20
C 0.29502 0.47522 -5.21019 -0.21
C -1.08153 0.36821 -5.38954 -0.01
C -1.74178 0.73910 -6.68801 -0.63
C -1.83199 -0.05552 -4.30521 -0.23
C -1.26471 -0.38870 -3.07899 0.20
N -2.15500 -0.85308 -2.07702 -0.19
C -3.26789 -1.60547 -2.27201 -0.03
C -3.89354 -1.72791 -1.05797 -0.33
C -3.08542 -1.00767 -0.16174 -0.01
N -2.05004 -0.48482 -0.79171 -0.29
C 3.09491 -0.91575 -0.89935 0.20
C 4.25947 -1.67412 -0.97050 -0.24
N 3.10614 0.17458 0.00801 -0.19
C 4.16949 0.96266 0.30934 -0.03
C 3.77532 1.81118 1.31193 -0.33
C 2.43704 1.46784 1.56925 -0.01
N 2.05424 0.48013 0.78179 -0.29
H 5.77872 -4.08045 -2.81054 0.22
H 5.69462 -4.27505 -1.05742 0.23
H 6.55143 -2.90020 -1.75098 0.22
H 3.37781 -3.89903 -3.33478 0.22
H 1.32475 -2.59453 -3.21751 0.22
H 1.93850 0.26975 -3.87367 0.22
H 0.92526 0.83398 -6.01518 0.22
H -1.02863 0.69790 -7.51016 0.22
H -2.15106 1.75024 -6.64348 0.23
H -2.56223 0.05862 -6.91671 0.22
H -2.90916 -0.10309 -4.40157 0.22
H -3.51850 -2.01249 -3.23580 0.23
H -4.80064 -2.26508 -0.84392 0.24
H -3.21230 -0.85134 0.89643 0.25
H 5.06870 -1.43566 -0.29216 0.22
H 5.10489 0.88237 -0.21600 0.23
H 4.36454 2.57502 1.78796 0.24
H 1.74941 1.89137 2.28202 0.25
Br -1.03810 0.73960 2.25315 -0.66
```

<S²>: 2.02
Net charge: 0
Spin multiplicity: 3
Energy: -3748.5991 Ha

---

Record 4
This record from the OMol25 dataset describes C3H6O as an isolated structure. The level of theory is ωB97M-V with the def2-TZVPD basis set.

```
10
Properties=species:S:1:pos:R:3:nbo_charge:R:1
C 0.29331 -0.05912 0.63774 -0.49
C -0.31759 -0.85580 -0.47963 0.04
O -0.53801 0.27437 -1.29527 -0.51
C -0.03008 1.15102 -0.24190 -0.06
H 1.37079 -0.18939 0.80379 0.21
H -0.21290 -0.28408 1.58440 0.22
H 0.57578 -2.03890 -0.08031 0.03
H -1.15822 -1.54558 -0.45849 0.18
H 0.83283 1.72806 -0.59058 0.18
H -0.81591 1.81942 0.12025 0.18
```

Net charge: 0
Energy above the lowest of the compared OMol25 structures with the same formula, charge and spin: 4.254 eV

---

Record 5
This record from the OMol25 dataset describes a 7-piece molecular cluster, C30H49N7O11 overall. The level of theory is ωB97M-V with the def2-TZVPD basis set.

```
97
Properties=species:S:1:pos:R:3:lowdin_charge:R:1
C 2.67251 0.98250 -3.42049 -0.07
C 1.51695 1.87935 -3.71484 -0.42
C 0.43143 1.07303 -4.44298 -0.07
C -0.93003 1.89552 -4.36930 -0.14
C -1.35518 1.91435 -2.94877 -0.15
C -0.38010 2.72029 -2.12760 -0.36
N 1.06101 2.45774 -2.39157 0.04
O 1.84602 2.46452 -1.45545 0.21
C -0.80041 2.55903 -0.58327 0.04
C -0.56113 4.28297 -2.39050 0.01
C 2.18386 3.09308 -4.67370 0.02
H 2.32428 0.11989 -2.74378 0.09
H 3.62005 1.52285 -3.07646 0.12
H 3.12632 0.42985 -4.29457 0.12
H 0.46041 0.09170 -3.87031 0.14
H 0.73220 0.65543 -5.43739 0.15
H -1.51382 1.32674 -4.98492 0.08
H -1.16763 2.88015 -4.85550 0.14
H -1.31619 0.91900 -2.61856 0.12
H -2.34318 2.11709 -2.80043 0.11
H -1.72354 2.97151 -0.54204 0.06
H 0.02033 3.10767 -0.02191 0.12
H -0.89833 1.66012 -0.24253 0.00
H -0.19743 4.52773 -3.29948 0.01
H 0.01451 4.87364 -1.55387 0.13
H -1.65856 4.68967 -2.31548 0.15
H 1.28185 3.66996 -5.02341 0.07
H 2.45929 2.61874 -5.60611 0.07
H 2.91354 3.91860 -4.27045 0.13
N 0.33453 -1.38199 -0.54353 -0.55
O 0.08209 -0.62108 0.48195 -0.12
O -0.78933 -1.84706 -1.06186 -0.12
O 1.33264 -1.24627 -1.16881 -0.05
C -3.30324 0.61010 2.95300 -0.08
C -4.47027 0.72054 3.86768 -0.03
C -4.47185 1.91519 4.91825 0.07
C -3.30231 2.98780 4.81363 -0.10
C -2.22011 2.67869 3.78092 0.03
C -2.21179 1.54117 2.87063 -0.06
N -3.27204 4.05872 5.75811 -0.36
O -2.17837 4.85406 5.60349 -0.05
O -4.16419 4.46076 6.36046 0.13
H -3.32898 -0.08801 2.12533 0.08
H -5.22629 -0.07942 3.87627 0.08
H -5.28380 1.76966 5.78218 0.13
H -1.45886 3.38761 3.69407 0.07
H -1.44677 1.33079 2.06385 0.10
C -6.37494 -3.73802 0.87644 -0.04
C -4.99810 -3.54805 0.29055 0.00
C -4.63409 -2.17313 -0.30885 0.07
C -5.72686 -1.02129 -0.32392 -0.10
C -7.01352 -1.28027 0.51296 0.07
C -7.24864 -2.62302 1.07763 -0.05
N -5.46133 0.11917 -1.12392 -0.27
O -6.21701 1.17815 -0.76316 -0.02
O -4.28448 0.33740 -1.51645 0.03
H -6.77895 -4.55035 1.11025 0.00
H -4.14756 -4.27111 0.43120 0.10
H -3.66549 -2.09846 -0.87073 0.09
H -7.72585 -0.60139 0.51715 0.03
H -8.08563 -3.01088 1.63034 0.09
C 3.04106 -3.06048 -3.66102 -0.32
O 3.75038 -2.70792 -4.63041 -0.06
N 3.05739 -4.31959 -3.13602 -0.22
C 2.33995 -4.79064 -1.93711 -0.07
C 3.79319 -5.41458 -3.84886 -0.07
H 2.33482 -2.30993 -2.97096 0.15
H 2.40005 -3.99693 -1.05978 0.11
H 2.92956 -5.80459 -1.70388 0.11
H 1.23425 -4.95905 -2.29111 0.11
H 4.61040 -5.94872 -3.16070 0.13
H 4.25694 -5.11785 -4.75760 0.06
H 3.23211 -6.19570 -4.28024 0.06
C 2.36368 -3.07456 5.24517 -0.21
O 1.51134 -4.03032 4.94933 -0.09
N 2.49386 -2.08775 4.31421 -0.14
C 3.47129 -1.03697 4.56438 -0.07
C 1.79750 -1.90427 2.98155 -0.02
H 2.81939 -3.05699 6.07721 0.06
H 4.48001 -1.26009 4.31843 0.07
H 3.25243 -0.62830 5.56998 0.11
H 3.31018 -0.17898 3.83904 0.06
H 1.66756 -0.83481 2.68190 0.06
H 0.74068 -2.33606 2.81869 0.12
H 2.28595 -2.25425 2.17668 0.02
C 2.66139 1.71132 2.11161 -0.30
O 2.58160 2.71920 2.78731 0.02
N 3.92799 1.11867 1.71809 -0.20
C 4.05946 0.14768 0.68745 -0.10
C 5.18345 1.33212 2.45482 -0.07
H 1.83972 1.21420 1.47332 0.13
H 3.14443 0.44499 0.04585 0.08
H 3.75856 -0.90326 0.92150 0.08
H 4.92289 0.17585 -0.01990 0.10
H 5.87535 0.64305 2.37747 0.01
H 5.06354 1.33142 3.61909 0.12
H 5.73001 2.18134 2.08508 0.08
```

Net charge: 0
Energy above the lowest of the compared OMol25 structures with the same formula, charge and spin: 1.824 eV

---

Record 6
This record from the OMol25 dataset describes C29H45FeN6OS as an isolated structure. The level of theory is ωB97M-V with the def2-TZVPD basis set.

```
83
Properties=species:S:1:pos:R:3:lowdin_charge:R:1
Fe -0.94214 -0.23539 0.26658 0.42
C 0.02267 -2.06978 3.06756 -0.15
C 1.08523 -1.41627 2.18484 -0.18
N 0.72651 -1.31886 0.76389 -0.10
C 0.69426 -2.62087 0.06857 -0.15
C 0.05430 -2.45096 -1.30069 -0.15
N -1.20849 -1.71876 -1.12023 -0.11
C -1.94585 -1.40596 -2.35116 -0.17
C -3.39815 -1.10856 -2.00621 -0.15
C -3.62117 0.22651 -1.30123 -0.16
N -2.92910 0.43747 -0.00786 -0.09
C -3.67663 0.05490 1.20478 -0.16
C -3.38430 -1.38423 1.56589 -0.16
N -1.92376 -1.57411 1.66568 -0.09
C -1.36300 -1.43767 3.02605 -0.18
H -0.07134 -3.13208 2.81613 0.11
H 0.38664 -2.05085 4.09591 0.12
H 1.27988 -0.40514 2.54257 0.10
H 2.01901 -1.97869 2.30700 0.12
H 1.43187 -0.77801 0.26339 0.06
H 1.70259 -3.03492 -0.03385 0.13
H 0.12196 -3.35158 0.64536 0.11
H 0.69711 -1.86987 -1.95915 0.10
H -0.11630 -3.42236 -1.77558 0.13
H -1.82232 -2.31826 -0.57427 0.10
H -1.48095 -0.53790 -2.82234 0.12
H -1.88340 -2.24583 -3.05083 0.13
H -3.97288 -1.06696 -2.93348 0.12
H -3.81868 -1.94521 -1.43726 0.11
H -3.24895 1.00755 -1.96695 0.12
H -4.69545 0.39498 -1.17328 0.12
H -2.79142 1.43743 0.05074 0.08
H -3.31978 0.69897 2.00965 0.12
H -4.75257 0.21902 1.09158 0.13
H -3.89459 -1.66932 2.49063 0.13
H -3.75786 -2.04458 0.78044 0.11
H -1.73146 -2.53772 1.40748 0.11
H -1.32473 -0.38019 3.28106 0.11
H -2.01125 -1.93780 3.75396 0.12
C 6.93229 -3.92713 0.00104 -0.05
C 6.68389 -2.43236 0.24880 -0.56
C 8.00563 -1.66465 0.10580 -0.04
C 6.17649 -2.26278 1.68092 -0.07
C 5.68921 -1.89766 -0.78031 -0.17
C 5.95746 -2.07950 -2.15231 -0.03
C 5.11983 -1.60916 -3.13991 -0.06
C 3.96463 -0.93386 -2.75320 -0.46
S 2.71464 -0.22561 -3.71540 1.13
C 1.87619 0.26230 -2.25368 -0.53
N 2.49584 -0.05487 -1.16010 0.07
C 3.67596 -0.73803 -1.40414 -0.29
C 4.54180 -1.21663 -0.41796 0.04
C 0.63484 1.06225 -2.28022 -0.25
C 0.44931 1.84890 -3.43038 -0.07
C -0.48020 2.86675 -3.47509 -0.08
C -1.17364 3.14742 -2.30691 -0.08
C -1.02734 2.31171 -1.21086 -0.15
C -0.22738 1.14852 -1.15048 -0.11
H 7.57428 -4.33205 0.78524 0.09
H 7.42857 -4.10554 -0.95282 0.08
H 5.99472 -4.48626 0.00500 0.09
H 8.74285 -2.04947 0.81328 0.09
H 7.86129 -0.60140 0.30551 0.09
H 8.41929 -1.76617 -0.89808 0.08
H 6.90247 -2.68758 2.37507 0.09
H 5.22665 -2.78044 1.83529 0.08
H 6.04846 -1.21103 1.94469 0.08
H 6.85620 -2.60363 -2.44923 0.11
H 5.35663 -1.76397 -4.18398 0.11
H 4.29556 -1.03941 0.61999 0.10
H 1.08520 1.70394 -4.29476 0.08
H -0.60579 3.46609 -4.36626 0.11
H -1.83477 4.00431 -2.25210 0.11
H -1.58393 2.60999 -0.32510 0.08
C -0.00818 2.95523 3.11945 0.03
C 0.14629 1.93205 2.03362 -0.53
N 1.32233 1.85200 1.41476 0.22
O -0.81064 1.18995 1.74293 -0.06
H 0.94218 3.20610 3.58670 0.09
H -0.70483 2.58887 3.86913 0.09
H -0.42578 3.86317 2.68059 0.10
H 2.06088 2.49869 1.63074 0.13
H 1.37329 1.30242 0.55859 0.07
```

Net charge: +1
Energy: -3197.6210 Ha

---

Record 7
This record from the OMol25 dataset describes C51H44FeI2N2O4P2S as an isolated structure. The level of theory is ωB97M-V with the def2-TZVPD basis set.

```
107
Properties=species:S:1:pos:R:3:mulliken_spin:R:1
Fe 1.30560 1.10722 0.26923 3.71
I 1.35928 5.99321 -0.98095 0.00
C 3.00604 4.76915 -0.63113 0.02
C 4.31067 5.30081 -0.59282 -0.01
C 5.39224 4.50078 -0.35782 0.01
I 7.29639 5.36865 -0.32025 0.00
C 5.21740 3.11660 -0.12121 0.00
C 6.24748 2.18185 0.12449 0.00
C 5.94139 0.87740 0.39474 0.00
C 4.59468 0.48709 0.45511 0.01
N 3.60520 1.32153 0.20703 0.05
C 3.89761 2.61222 -0.11794 0.02
C 2.76995 3.42661 -0.43734 -0.04
O 1.58927 2.85647 -0.50398 0.11
H 4.45367 6.36173 -0.75619 0.00
H 7.27905 2.50965 0.09397 0.00
H 6.71828 0.14812 0.58453 0.00
H 4.32228 -0.53151 0.71745 0.00
O 0.70795 1.12440 2.42971 0.07
C -0.48019 1.94889 2.67995 0.01
C -1.29637 1.94712 1.36052 -0.01
O -2.31089 2.58165 1.26290 0.00
O -0.76596 1.14943 0.44536 -0.02
C -0.09311 3.38810 2.99558 0.00
C 1.15335 3.88959 2.62153 0.01
C 1.50676 5.20154 2.91545 0.00
C 0.60767 6.03089 3.56728 0.00
C -0.65670 5.55266 3.89140 0.00
C -1.00745 4.24231 3.60618 0.00
C -1.29421 1.24049 3.76474 0.00
C -2.19158 0.22340 3.43972 -0.04
C -2.88559 -0.45754 4.42887 0.00
C -2.67609 -0.14250 5.76599 0.00
C -1.76611 0.84812 6.10091 0.00
C -1.07849 1.53486 5.10736 0.00
H 1.30753 1.27353 3.17573 0.00
H 1.85627 3.27198 2.08045 -0.01
H 2.48730 5.57054 2.63510 0.00
H 0.88543 7.04954 3.81107 0.00
H -1.37452 6.20692 4.37307 0.00
H -2.00066 3.88254 3.84611 0.00
H -2.36836 -0.03002 2.40045 0.04
H -3.59789 -1.22725 4.15238 0.00
H -3.23100 -0.65703 6.54048 0.00
H -1.59195 1.09447 7.14226 0.00
H -0.37971 2.31615 5.38457 0.00
C -2.52956 -6.80915 -1.02429 0.00
S -1.21268 -6.07085 -0.03093 0.00
C -1.60991 -4.32181 -0.28111 0.00
C -0.86300 -3.50406 0.76030 -0.01
C -1.12053 -2.00159 0.67626 0.02
N -0.88648 -1.35079 -0.67672 0.06
P -2.09830 -0.11441 -0.87115 0.37
C -3.61489 -1.10888 -0.94972 0.12
C -3.73909 -2.26676 -1.71747 0.02
C -4.93878 -2.95881 -1.71990 0.01
C -6.01467 -2.49997 -0.96409 0.00
C -5.89756 -1.34063 -0.20907 0.01
C -4.69342 -0.64598 -0.19449 0.06
C -1.92555 0.73021 -2.45579 0.13
C -1.00210 1.77262 -2.61687 0.00
C -0.87433 2.40479 -3.84099 -0.01
C -1.69338 2.04137 -4.89943 0.02
C -2.66167 1.05933 -4.72667 -0.01
C -2.79155 0.41461 -3.50652 0.02
P 0.77844 -0.87526 -0.99184 0.11
C 1.78136 -2.24625 -0.35015 -0.05
C 2.29248 -2.11123 0.94190 0.06
C 3.00768 -3.14390 1.52971 0.02
C 3.22048 -4.31893 0.82112 0.00
C 2.74996 -4.44550 -0.48083 0.00
C 2.04133 -3.41025 -1.07212 -0.01
C 1.00103 -1.08188 -2.77336 -0.02
C 2.17783 -0.54330 -3.29539 -0.02
C 2.49016 -0.72681 -4.63394 0.00
C 1.62046 -1.43641 -5.45419 0.00
C 0.44195 -1.95955 -4.93563 0.00
C 0.13208 -1.78933 -3.59224 0.01
H -2.47671 -7.88691 -0.87512 0.00
H -2.38985 -6.58588 -2.08261 0.00
H -3.50086 -6.44855 -0.68419 0.00
H -2.68991 -4.19868 -0.19330 0.00
H -1.29395 -4.03356 -1.28818 0.00
H 0.19644 -3.72780 0.68065 0.00
H -1.17523 -3.81477 1.76075 0.00
H -0.53971 -1.49106 1.45291 0.01
H -2.17088 -1.84618 0.91790 0.02
H -2.90615 -2.61940 -2.31518 0.01
H -5.03890 -3.85697 -2.31725 0.00
H -6.94873 -3.05013 -0.96536 0.00
H -6.73840 -0.97543 0.36877 0.00
H -4.58947 0.25796 0.40256 0.01
H -0.40615 2.11454 -1.79277 0.05
H -0.14525 3.19846 -3.95966 0.00
H -1.59984 2.54347 -5.85651 0.00
H -3.32720 0.80087 -5.53996 0.00
H -3.55736 -0.33957 -3.38365 0.01
H 2.11124 -1.19675 1.50134 -0.01
H 3.38672 -3.04077 2.53956 0.00
H 3.75586 -5.13888 1.28519 0.00
H 2.92155 -5.36081 -1.03388 0.00
H 1.68150 -3.51356 -2.08834 0.00
H 2.84778 0.01883 -2.64977 0.00
H 3.40874 -0.31731 -5.03861 0.00
H 1.86148 -1.58062 -6.50123 0.00
H -0.23698 -2.50764 -5.57983 0.00
H -0.77946 -2.20592 -3.18063 0.01
```

<S²>: 8.77
Net charge: +1
Energy above the lowest of the compared OMol25 structures with the same formula, charge and spin: 0.394 eV
Spin multiplicity: 6